# 1
10
Properties=species:S:1:pos:R:3:lowdin_charge:R:1 method="wB97M-V/def2-TZVPD" homo_energy_ev="-5.76 / -8.76" e_tot_ha=-1402.28267 s_squared=2.02 multiplicity=3 homo_lumo_gap_ev="5.64 / 6.76" charge=0 e_above_lowest_kcal_mol=100.7
C -0.92809 0.36610 -0.13263 -0.66
C 0.76034 -0.92658 -0.12533 -1.11
N -0.47652 1.57399 0.09807 -0.23
O 0.70924 1.96041 -0.04181 -0.10
S 0.05178 -2.35808 -0.08056 0.63
S -2.38954 -0.33519 0.13704 0.85
S 2.16407 -0.02204 0.11058 0.79
H -1.29071 2.24382 0.12281 0.17
H -1.69298 -1.43139 -0.09910 -0.27
H 3.09240 -1.07103 0.01094 -0.08

---

# 2
10
Properties=species:S:1:pos:R:3:lowdin_charge:R:1 method="wB97M-V/def2-TZVPD" homo_energy_ev="-8.45 / -9.02" e_tot_ha=-1402.42442 s_squared=2.01 multiplicity=3 homo_lumo_gap_ev="7.67 / 6.08" charge=0 e_above_lowest_kcal_mol=11.8
C -0.49482 0.43539 -0.47377 -0.69
C 0.80072 -0.25286 -0.32841 -1.02
N -1.62167 -0.35492 -0.31316 0.17
O -0.55852 1.58833 -0.79571 0.07
S 1.20627 -1.94624 -0.75979 0.53
S 2.21680 -0.17237 -1.26578 0.62
S 0.86570 0.48565 2.46142 0.50
H -1.46159 -1.39590 -0.21675 0.12
H -2.40927 0.14475 -0.31948 0.05
H 1.45637 1.46817 2.01143 -0.34

---

# 3
8
Properties=species:S:1:pos:R:3:lowdin_charge:R:1 method="wB97M-V/def2-TZVPD" homo_energy_ev=-9.76 e_tot_ha=-815.40660 homo_lumo_gap_ev=8.46 charge=0 e_above_lowest_kcal_mol=12.0
C 0.59939 -1.48783 1.05145 -0.39
C -0.26955 -0.45479 0.55441 -0.56
N 1.26113 -2.37634 1.29216 0.14
P -0.57740 1.48564 -1.74367 0.37
P 0.74574 0.91982 -0.28935 0.48
H -1.20203 -0.81961 -0.13056 0.11
H -0.61795 0.10109 1.48077 0.08
H 0.06066 2.63203 -2.21521 -0.24

---

Copy entry 3 word for word.
8
Properties=species:S:1:pos:R:3:lowdin_charge:R:1 method="wB97M-V/def2-TZVPD" homo_energy_ev=-9.76 e_tot_ha=-815.40660 homo_lumo_gap_ev=8.46 charge=0 e_above_lowest_kcal_mol=12.0
C 0.59939 -1.48783 1.05145 -0.39
C -0.26955 -0.45479 0.55441 -0.56
N 1.26113 -2.37634 1.29216 0.14
P -0.57740 1.48564 -1.74367 0.37
P 0.74574 0.91982 -0.28935 0.48
H -1.20203 -0.81961 -0.13056 0.11
H -0.61795 0.10109 1.48077 0.08
H 0.06066 2.63203 -2.21521 -0.24

---

Repeat the second record exactly.
10
Properties=species:S:1:pos:R:3:lowdin_charge:R:1 method="wB97M-V/def2-TZVPD" homo_energy_ev="-8.45 / -9.02" e_tot_ha=-1402.42442 s_squared=2.01 multiplicity=3 homo_lumo_gap_ev="7.67 / 6.08" charge=0 e_above_lowest_kcal_mol=11.8
C -0.49482 0.43539 -0.47377 -0.69
C 0.80072 -0.25286 -0.32841 -1.02
N -1.62167 -0.35492 -0.31316 0.17
O -0.55852 1.58833 -0.79571 0.07
S 1.20627 -1.94624 -0.75979 0.53
S 2.21680 -0.17237 -1.26578 0.62
S 0.86570 0.48565 2.46142 0.50
H -1.46159 -1.39590 -0.21675 0.12
H -2.40927 0.14475 -0.31948 0.05
H 1.45637 1.46817 2.01143 -0.34

---

- What is the charge in the third record?
  0